# C3H10N2

A single C3H10N2 molecule (ωB97M-V/def2-TZVPD, OMol25).

Geometry (Å):
1 C 0.822 1.448 0.742
2 C 0.306 0.427 -0.277
3 N -0.867 1.043 -0.961
4 C -0.110 -0.852 0.504
5 N 0.107 -2.099 -0.290
6 H 1.337 2.271 0.229
7 H -0.057 1.909 1.198
8 H 1.433 0.957 1.496
9 H 0.971 0.175 -1.116
10 H -1.705 0.734 -0.474
11 H -0.947 0.591 -1.867
12 H -1.208 -0.767 0.585
13 H 0.433 -1.059 1.432
14 H -0.034 -1.946 -1.280
15 H -0.483 -2.831 0.079

Properties
Total charge   0
Structure (SMILES)   C[C@H](N)CN
Gap between HOMO and LUMO   10.33 eV
E   -229.78628 a.u.

Here are the Mulliken charges for atoms 1 to 4, given in e: C -1.335; C 0.149; N -0.686; C -0.271